A cluster of 3 separate species, C2HNO3 in total in a non-equilibrium geometry, computed with ωB97M-V/def2-TZVPD.

Summary:
Relative energy (zero: lowest compared OMol25 entry of this formula, charge and spin) ... 446.3 kJ/mol
Net charge ... -2
HOMO-LUMO gap ... 3.8 eV
F_max ... 0.06026 hartree/bohr
Lowest unoccupied orbital energy ... 5.5 eV
Highest occupied orbital energy ... 1.8 eV

```
7
Properties=species:S:1:pos:R:3:forces:R:3
C -2.203 0.577 0.905 -0.4 -1.4 1.2
C -0.941 0.840 -2.050 -0.3 -0.5 0.3
N -1.270 0.119 -1.065 1.6 -0.5 2.6
O -0.253 1.669 -2.576 0.2 0.7 -0.8
O -2.306 -0.471 1.382 0.1 1.5 -0.7
O -2.017 -0.016 -2.348 -1.3 0.1 -2.8
H 8.990 -2.718 5.753 0.1 0.0 0.0
```
Positions in Å, forces in eV/Å.

A cluster of 2 separate species, C3H12N in total, computed with ωB97M-V/def2-TZVPD.

Summary:
Relative energy (zero: lowest compared OMol25 entry of this formula, charge and spin) ... 8.8 kJ/mol
Net charge ... +1
HOMO-LUMO gap ... 13.6 eV
F_max ... 0.01880 hartree/bohr
Lowest unoccupied orbital energy ... -3.7 eV
Highest occupied orbital energy ... -17.3 eV

```
16
Properties=species:S:1:pos:R:3:forces:R:3
C -0.561 0.842 -2.411 0.2 0.1 0.3
C 0.328 1.070 -1.198 -0.2 -0.1 0.3
N 0.123 -0.048 -0.193 -0.2 -0.6 -0.3
H -0.161 1.473 -3.201 -0.3 0.0 -0.1
H -0.587 -0.188 -2.771 0.3 0.0 0.0
H -1.587 1.118 -2.171 0.0 0.2 -0.2
H 1.392 1.099 -1.418 0.0 -0.1 -0.1
H 0.064 1.988 -0.678 0.0 0.1 -0.1
H -0.872 -0.261 -0.066 0.0 0.3 0.0
H 0.516 0.087 0.745 0.1 0.1 -0.2
H 0.513 -0.913 -0.584 0.1 0.1 0.2
C 0.140 -1.235 2.776 0.9 -0.4 0.0
H 0.890 -0.467 2.981 -0.2 0.2 -0.1
H -0.068 -1.702 3.734 -0.4 0.1 0.0
H 0.615 -2.013 2.170 -0.1 0.1 -0.1
H -0.747 -0.849 2.285 -0.2 0.0 0.3
```
Positions in Å, forces in eV/Å.

A cluster of 2 separate species, C3H11N in total in a non-equilibrium geometry, computed with ωB97M-V/def2-TZVPD.

Summary:
Relative energy (zero: lowest compared OMol25 entry of this formula, charge and spin) ... 36.5 kJ/mol
HOMO-LUMO gap ... 9.9 eV
F_max ... 0.02976 hartree/bohr
Lowest unoccupied orbital energy ... 0.9 eV
Highest occupied orbital energy ... -9.0 eV
SMILES ... CCN.C

```
15
Properties=species:S:1:pos:R:3:forces:R:3
C -1.962 1.739 -0.357 -0.5 -0.3 -0.5
C -1.062 1.295 0.768 0.7 1.0 0.8
N -1.170 -0.114 1.057 -0.5 0.0 0.0
H -1.479 1.694 -1.330 0.3 0.1 -0.1
H -2.818 1.064 -0.466 -0.1 0.1 0.3
H -2.347 2.746 -0.221 0.0 0.1 0.0
H -0.030 1.641 0.592 0.0 -0.3 -0.5
H -1.273 1.861 1.688 -0.5 -0.3 -0.1
H -1.180 -0.664 0.211 0.3 -0.2 0.1
H -0.466 -0.416 1.710 0.1 -0.3 -0.2
C 2.775 -2.155 -0.767 -0.6 -0.5 0.8
H 3.380 -1.468 -0.197 0.2 0.4 -0.1
H 1.814 -1.715 -1.025 0.2 0.3 -0.4
H 2.506 -2.936 -0.053 0.2 -0.3 -0.2
H 3.311 -2.572 -1.611 -0.1 0.1 -0.1
```
Positions in Å, forces in eV/Å.

A structure of composition C16H17ClN2O4S2 in a non-equilibrium geometry, computed with ωB97M-V/def2-TZVPD.

Summary:
Relative energy (zero: lowest compared OMol25 entry of this formula, charge and spin) ... 0.0 kJ/mol
HOMO-LUMO gap ... 9.6 eV
F_max ... 0.02673 hartree/bohr
Lowest unoccupied orbital energy ... 0.3 eV
Highest occupied orbital energy ... -9.3 eV

```
42
Properties=species:S:1:pos:R:3:forces:R:3
O 2.168 1.390 1.963 0.8 0.5 -0.1
C 2.184 1.384 0.735 0.3 0.0 0.0
N 1.280 0.684 0.002 -0.3 -0.3 -0.7
C 0.390 0.073 0.718 0.4 0.5 0.6
N -0.565 -0.704 0.197 -0.3 0.0 -0.2
C -0.542 -1.012 -1.193 -0.1 -0.1 -0.5
C 0.490 -1.789 -1.702 -0.1 0.0 -0.1
C 0.507 -2.075 -3.057 -0.2 0.1 0.2
C -0.487 -1.600 -3.899 0.1 0.0 0.0
C -1.505 -0.822 -3.374 0.0 0.0 0.0
C -1.541 -0.520 -2.022 0.1 0.0 0.0
H -2.326 0.097 -1.610 0.0 0.0 0.0
H -2.276 -0.442 -4.026 -0.1 0.0 -0.1
H -0.457 -1.832 -4.951 0.0 0.0 -0.1
Cl 1.786 -3.039 -3.700 0.2 -0.1 -0.1
H 1.273 -2.149 -1.055 0.1 0.0 0.1
C -1.276 -1.540 1.158 0.3 -0.6 0.2
C -2.689 -1.856 0.729 -0.2 0.8 0.3
H -3.107 -2.680 1.299 0.0 -0.1 0.1
H -2.789 -2.033 -0.336 -0.1 0.0 -0.1
S -3.623 -0.352 1.194 -0.2 -0.3 0.1
O -3.657 0.559 0.083 0.3 0.2 -0.2
O -4.876 -0.718 1.786 -0.1 -0.2 0.3
C -2.449 0.250 2.459 -0.5 -0.2 -0.5
C -1.296 -0.731 2.459 0.9 0.2 -0.1
H -1.320 -1.385 3.329 0.0 0.0 -0.1
S 0.332 0.198 2.461 -1.0 -0.8 0.6
H -2.144 1.245 2.146 -0.1 0.0 -0.1
H -2.974 0.302 3.407 -0.1 0.0 0.0
H -0.702 -2.470 1.303 -0.1 0.1 0.0
C 3.180 2.165 -0.101 -0.1 0.1 -0.1
C 2.599 3.564 -0.366 0.1 -0.1 0.0
H 1.527 3.541 -0.549 0.0 0.0 -0.1
C 2.986 4.291 0.922 0.1 -0.1 0.1
H 3.164 5.352 0.762 0.0 0.0 0.0
C 4.260 3.555 1.375 0.2 0.4 0.3
H 4.196 3.262 2.428 0.0 0.0 -0.1
H 5.164 4.154 1.227 -0.1 0.0 0.0
O 4.393 2.394 0.565 -0.1 -0.2 -0.1
H 2.203 4.176 1.671 0.0 0.1 0.0
H 3.102 4.002 -1.228 0.0 0.0 0.0
H 3.382 1.599 -1.013 -0.1 0.1 0.1
```
Positions in Å, forces in eV/Å.

A cluster of 2 separate species, C12H13NO in total in a non-equilibrium geometry, computed with ωB97M-V/def2-TZVPD.

Summary:
Relative energy (zero: lowest compared OMol25 entry of this formula, charge and spin) ... 76.5 kJ/mol
HOMO-LUMO gap (alpha / beta) ... 7.3 / 7.3 eV
F_max ... 0.08235 hartree/bohr
Lowest unoccupied orbital energy (alpha / beta) ... 0.7 / -2.1 eV
Multiplicity ... 3
Highest occupied orbital energy (alpha / beta) ... -6.5 / -9.4 eV

```
27
Properties=species:S:1:pos:R:3:forces:R:3
C 4.537 -0.737 -0.174 -0.1 0.8 -1.3
C 3.878 -1.251 0.962 2.5 -0.4 -1.4
C 3.903 0.317 -0.906 -0.1 -1.5 1.0
C 2.688 -0.756 1.373 -0.2 -0.9 1.7
C 2.639 0.748 -0.469 2.3 -0.8 0.0
C 2.124 0.274 0.708 -3.3 1.7 -0.7
C -1.415 -0.795 -1.596 0.3 -1.0 -0.9
C -0.586 -1.546 -2.207 0.8 0.1 0.1
C -2.467 -0.037 -1.311 -1.3 0.7 0.1
C 0.839 1.074 1.064 1.5 -0.3 2.1
C -3.793 -0.088 -2.006 1.9 0.0 -3.8
C -2.340 1.100 -0.393 -2.2 1.0 -0.3
N 0.593 1.527 2.249 -2.0 -0.1 -3.1
O 0.284 -2.178 -2.695 0.0 -0.3 -0.1
H 5.496 -1.150 -0.643 -1.4 0.5 1.3
H 4.369 -2.042 1.507 -0.1 -0.2 0.1
H 4.390 0.659 -1.806 -0.2 0.2 -0.1
H 2.240 -1.254 2.224 -0.3 0.4 0.1
H 2.031 1.445 -0.952 -0.4 1.2 -1.2
H 0.242 1.404 0.178 0.6 0.0 0.9
H -3.883 0.846 -2.654 0.1 -0.9 0.6
H -3.906 -0.938 -2.726 0.1 0.6 0.7
H -4.595 -0.066 -1.369 -1.9 -0.1 1.9
H -1.798 0.864 0.456 0.4 -0.8 2.3
H -1.756 1.932 -0.723 0.2 0.9 -1.1
H -3.404 1.449 -0.211 1.5 -0.1 0.4
H 1.043 1.088 3.010 1.4 -0.5 0.7
```
Positions in Å, forces in eV/Å.

A cluster of 4 separate species, C4H15NO3 in total in a non-equilibrium geometry, computed with ωB97M-V/def2-TZVPD.

Summary:
Relative energy (zero: lowest compared OMol25 entry of this formula, charge and spin) ... 111.9 kJ/mol
HOMO-LUMO gap ... 8.4 eV
F_max ... 0.01956 hartree/bohr
Lowest unoccupied orbital energy ... 0.4 eV
Highest occupied orbital energy ... -8.0 eV
SMILES ... CC(C)=CN.O.O.O

```
23
Properties=species:S:1:pos:R:3:forces:R:3
C 1.145 -2.121 -1.821 0.2 0.2 -0.1
C 1.434 -1.258 -0.622 -0.6 0.3 -0.2
C 1.359 0.256 -0.772 0.5 -0.6 0.7
C 1.530 -1.778 0.597 0.1 -0.2 0.1
N 1.570 -3.132 0.925 0.3 -0.3 0.1
H 1.435 -1.647 -2.768 0.0 -0.1 0.3
H 1.643 -3.088 -1.778 0.1 0.0 0.0
H 0.073 -2.305 -1.858 -0.2 -0.1 -0.2
H 0.646 0.672 -0.075 -0.6 0.1 0.0
H 2.293 0.681 -0.438 0.5 0.3 -0.3
H 1.128 0.595 -1.770 0.0 0.0 -0.3
H 1.679 -1.130 1.457 -0.1 0.0 0.0
H 1.158 -3.405 1.796 0.0 0.1 0.2
H 1.399 -3.815 0.208 -0.1 0.1 -0.2
O -4.119 4.791 -1.319 0.2 -0.1 0.2
H -3.597 5.488 -0.908 -0.1 0.1 -0.1
H -3.733 3.992 -0.941 -0.1 0.0 -0.1
O -0.821 3.272 1.242 -0.5 0.4 -0.3
H -0.608 2.508 0.694 0.3 0.0 0.5
H -0.286 3.304 2.037 0.2 -0.4 -0.2
O -1.944 -0.323 2.083 -0.2 0.8 0.1
H -2.400 -1.159 1.971 0.6 -0.2 -0.1
H -0.983 -0.399 2.060 -0.3 -0.7 -0.1
```
Positions in Å, forces in eV/Å.

A cluster of 10 separate species, C22H64O12 in total in a non-equilibrium geometry, computed with ωB97M-V/def2-TZVPD.

Summary:
HOMO-LUMO gap ... 9.9 eV
F_max ... 0.07228 hartree/bohr
Lowest unoccupied orbital energy ... 0.5 eV
Highest occupied orbital energy ... -9.5 eV
SMILES ... CC(C)O.CC(C)O.CC(C)O.CC(C)O.CC(C)O.OCCO.OCCO.CO.CO.CO

```
98
Properties=species:S:1:pos:R:3:forces:R:3
C -2.568 -2.099 -3.327 0.8 -0.3 -0.1
C -1.758 -0.826 -3.081 -0.1 0.9 0.0
C -2.373 0.128 -2.044 0.6 -0.3 0.1
O -0.398 -1.133 -2.715 0.4 -0.9 -0.9
H -3.510 -2.026 -3.854 -0.1 0.6 -0.3
H -2.829 -2.531 -2.378 0.0 -0.3 0.6
H -1.944 -2.835 -3.857 -0.2 0.2 0.0
H -1.625 -0.192 -3.968 -0.6 -0.4 -0.3
H -3.326 0.455 -2.464 0.1 0.4 0.2
H -1.671 0.954 -1.856 -0.4 0.1 -0.4
H -2.557 -0.278 -1.041 0.0 -0.5 -0.3
H 0.005 -1.546 -3.531 -0.3 0.7 1.1
C -3.194 2.061 2.382 -0.1 -0.7 -0.6
C -2.013 2.736 3.001 2.3 -0.8 0.4
C -2.040 4.251 2.945 -1.3 -1.1 0.5
O -1.742 2.210 4.339 -0.2 0.1 -0.2
H -4.128 2.276 2.891 -0.1 0.1 0.2
H -3.068 0.974 2.338 0.1 0.1 0.4
H -3.306 2.327 1.334 0.0 0.4 -0.2
H -1.072 2.515 2.464 -0.5 -0.5 -0.4
H -1.300 4.684 3.577 0.5 0.4 0.5
H -3.046 4.544 3.242 0.0 0.6 0.0
H -1.832 4.497 1.920 -0.1 0.5 -0.5
H -1.181 1.392 4.300 -0.5 1.1 -0.1
C 1.328 -2.816 -7.105 1.0 1.4 -1.4
C 2.073 -1.813 -6.225 0.7 0.1 0.1
C 3.222 -0.951 -6.915 -0.4 -3.6 0.7
O 1.026 -1.001 -5.727 0.3 0.8 0.6
H 0.813 -2.146 -7.803 -0.1 -0.4 -0.3
H 0.563 -3.341 -6.582 -0.4 -0.5 0.7
H 1.970 -3.508 -7.665 -0.1 0.1 0.2
H 2.542 -2.395 -5.408 0.0 0.4 0.0
H 2.895 -0.417 -7.764 -0.4 0.7 -0.9
H 3.972 -1.718 -7.207 -0.4 0.4 -0.3
H 3.779 -0.368 -6.227 0.0 1.0 0.9
H 1.350 -0.106 -5.435 -0.4 -1.1 -0.3
C 1.548 3.218 -3.306 -0.2 0.1 0.8
C 0.907 2.646 -4.575 1.0 0.9 1.0
C 1.533 3.127 -5.813 2.2 0.4 0.3
O 0.998 1.242 -4.528 -0.8 -0.2 1.6
H 1.436 4.308 -3.179 -0.3 -0.3 -0.3
H 2.642 3.042 -3.191 -0.8 -0.4 -0.3
H 0.978 2.741 -2.477 0.7 0.4 -0.1
H -0.105 2.949 -4.624 -1.5 0.2 0.4
H 2.512 2.565 -5.861 -0.6 1.2 -0.3
H 1.591 4.238 -5.815 0.5 -0.8 0.1
H 0.955 2.872 -6.642 -0.9 -0.6 -1.5
H 0.620 1.000 -3.641 0.6 -0.3 -1.2
C -1.903 -2.752 5.277 1.4 -1.2 -0.2
C -0.856 -2.558 6.387 -0.5 0.4 -0.1
C 0.526 -3.034 5.980 -0.3 1.9 -0.2
O -0.689 -1.140 6.653 0.0 0.5 0.0
H -1.648 -2.086 4.493 0.3 1.1 -0.8
H -2.891 -2.497 5.588 -0.8 -0.3 0.3
H -1.792 -3.727 4.724 -0.5 0.5 1.1
H -1.191 -2.944 7.345 0.0 -0.7 0.0
H 1.237 -2.759 6.759 0.1 0.2 -0.2
H 0.732 -2.529 5.010 0.3 -0.3 0.7
H 0.604 -4.068 5.833 -0.2 -1.6 -0.2
H -1.480 -0.718 7.024 0.2 -0.5 -0.2
O 0.549 0.678 4.974 -0.9 -1.0 0.5
C 1.567 1.431 5.559 1.4 0.4 0.3
C 1.788 2.797 4.874 -2.2 -1.9 0.0
O 0.658 3.594 5.187 1.0 1.1 -0.1
H 0.182 0.087 5.695 0.3 0.4 -1.2
H 1.339 1.586 6.630 0.1 0.4 -0.4
H 2.529 0.891 5.551 -0.1 -0.1 -0.2
H 1.986 2.712 3.787 -0.3 -0.1 0.3
H 2.667 3.165 5.314 1.0 1.1 0.7
H -0.145 3.227 4.804 -0.3 -0.5 -0.1
O 3.991 -2.009 0.664 -2.0 0.2 0.2
C 3.974 -2.532 2.006 -0.4 2.2 0.7
C 2.680 -2.130 2.750 1.3 -0.8 0.7
O 1.586 -2.931 2.366 -0.2 -0.1 -1.7
H 3.172 -1.417 0.564 1.7 -1.1 -0.1
H 4.099 -3.589 2.130 0.0 -0.8 -0.8
H 4.819 -2.059 2.519 0.0 -0.1 0.2
H 2.514 -1.068 2.606 -0.3 0.4 -0.1
H 2.818 -2.290 3.841 0.0 0.1 -0.6
H 1.623 -2.980 1.373 -0.2 0.0 1.3
C -1.740 -5.091 1.825 -0.1 2.4 -0.2
O -2.406 -4.163 0.923 1.2 0.5 -0.4
H -1.527 -5.990 1.339 0.1 -1.6 -0.8
H -0.788 -4.726 2.242 -0.4 0.3 -0.1
H -2.473 -5.181 2.597 -0.2 -0.6 0.7
H -1.767 -3.627 0.393 -0.6 -0.9 0.8
C -2.577 4.681 -4.097 -0.8 0.1 2.4
O -2.482 4.308 -2.649 1.0 -1.3 -2.7
H -3.168 3.900 -4.596 0.1 0.6 0.0
H -2.978 5.698 -4.137 -0.6 -0.4 -0.3
H -1.610 4.792 -4.524 1.0 -0.4 -0.2
H -2.866 4.978 -2.135 -0.8 1.4 0.9
C 0.361 -0.268 0.618 0.6 0.2 -0.3
O 1.271 -0.384 -0.479 0.3 0.0 1.4
H -0.499 0.283 0.387 -1.3 1.2 -0.9
H -0.085 -1.174 0.993 0.6 -0.9 0.3
H 0.837 0.325 1.381 0.4 -0.2 0.5
H 0.775 -0.611 -1.255 -0.6 -0.4 -0.9
```
Positions in Å, forces in eV/Å.

A structure of composition C24H38Br10ClN3OS in a non-equilibrium geometry, computed with ωB97M-V/def2-TZVPD.

Summary:
HOMO-LUMO gap ... 7.9 eV
F_max ... 0.04529 hartree/bohr
Lowest unoccupied orbital energy ... -0.6 eV
Highest occupied orbital energy ... -8.5 eV

```
78
Properties=species:S:1:pos:R:3:forces:R:3
C -2.701 3.066 -0.003 -0.1 -0.2 0.2
O -3.728 2.071 -0.071 1.1 -0.1 -0.2
C -3.154 0.963 -0.780 -0.2 -0.9 0.4
C -3.914 -0.347 -0.438 -1.1 1.2 -0.1
C -3.928 -0.632 1.080 0.6 0.1 -0.1
C -2.831 -1.610 1.575 0.1 0.3 0.8
C -1.425 -0.988 1.492 -0.8 -0.5 -0.1
C -0.480 -1.302 0.538 0.3 0.2 0.2
C -0.862 -2.337 -0.526 0.6 -0.1 -0.2
C -0.068 -3.686 -0.416 -1.1 -0.4 0.1
N 0.324 -3.971 0.985 0.4 -0.5 -0.5
C 0.880 -0.671 0.567 -0.4 -0.2 0.7
C 2.027 -0.971 -0.430 -1.1 1.2 -0.1
Br 3.064 -2.633 -0.026 -0.2 0.8 0.0
C 1.668 -0.982 -1.953 1.7 -1.5 0.2
C 3.025 -0.945 -2.738 -0.7 -0.2 0.4
Br 0.498 0.464 -2.518 0.2 -0.2 0.4
C 1.119 0.240 1.586 0.8 0.0 -0.5
Cl 2.663 1.097 1.822 -0.6 -0.6 -0.4
C 0.148 0.577 2.576 -1.1 -0.1 0.5
N 0.269 1.415 3.615 -0.3 -0.5 -0.1
S -1.131 1.371 4.419 1.0 -0.3 -0.6
N -2.000 0.315 3.516 1.3 0.7 0.2
C -1.154 -0.040 2.545 0.8 -0.6 -1.3
H -3.159 4.023 0.284 0.2 -0.3 -0.2
H -2.177 3.128 -0.976 -0.3 0.3 0.3
H -1.937 2.775 0.749 -0.3 0.2 -0.2
H -3.214 1.215 -1.852 0.3 -0.4 0.2
H -2.106 0.793 -0.454 -0.3 0.4 -0.3
H -3.566 -1.179 -1.065 0.1 0.2 0.3
H -4.965 -0.146 -0.732 0.4 -0.3 0.0
H -4.935 -0.942 1.403 0.4 -0.2 -0.1
H -3.731 0.328 1.591 -0.3 -0.4 -0.2
H -2.881 -2.620 1.147 -0.1 0.4 -0.1
H -3.014 -1.737 2.661 0.1 -0.1 -0.5
H -1.918 -2.625 -0.462 0.4 0.5 0.2
H -0.762 -1.876 -1.527 0.0 -0.3 0.3
H -0.774 -4.485 -0.720 0.3 0.4 -0.3
H 0.775 -3.753 -1.115 -0.1 0.2 0.5
H 1.195 -4.498 0.951 -0.1 0.3 0.2
H -0.341 -4.626 1.391 0.0 0.3 0.0
H 2.761 -0.158 -0.314 -0.2 -0.5 0.2
H 1.250 -1.977 -2.166 -0.6 0.8 -0.2
H 3.708 -0.303 -2.163 0.0 0.0 -0.7
H 3.429 -1.971 -2.739 -0.1 0.5 0.0
H 2.875 -0.629 -3.778 0.1 0.1 0.4
Br -3.172 -1.092 -3.825 -0.1 0.0 -0.1
C -2.932 -0.384 -5.622 0.2 -0.2 0.1
C -2.152 0.903 -5.601 -0.1 0.2 -0.2
Br -3.254 2.394 -5.008 0.1 0.0 0.1
H -3.922 -0.278 -6.055 0.0 0.1 0.0
H -2.383 -1.154 -6.163 0.0 0.1 0.0
H -1.827 1.170 -6.605 0.0 -0.1 0.0
H -1.289 0.866 -4.941 0.0 -0.1 0.0
Br -3.784 3.124 8.658 0.1 0.0 0.0
C -3.450 4.264 7.116 -0.2 0.1 0.2
C -4.366 3.924 5.970 0.1 -0.1 -0.2
Br -3.797 2.298 5.059 -1.1 0.3 0.2
H -2.399 4.158 6.867 -0.1 0.0 -0.1
H -3.637 5.278 7.466 0.0 0.0 -0.1
H -4.331 4.702 5.209 0.0 0.0 0.0
H -5.396 3.769 6.278 0.1 0.0 0.1
Br 3.760 0.791 -7.282 0.0 0.1 0.0
C 5.484 1.301 -6.535 -0.1 -0.2 -0.2
C 5.575 0.948 -5.074 0.1 0.2 0.2
Br 4.575 2.204 -3.976 0.0 0.0 0.0
H 5.611 2.362 -6.725 0.0 0.0 0.1
H 6.220 0.741 -7.109 0.0 0.0 0.1
H 6.604 1.022 -4.726 0.0 0.0 -0.1
H 5.190 -0.043 -4.851 0.0 0.0 -0.1
Br 3.357 -2.056 3.961 0.0 -0.1 0.1
C 5.068 -1.245 4.397 -0.3 0.1 -0.1
C 6.112 -1.579 3.364 0.2 -0.1 0.1
Br 6.768 -3.400 3.574 0.0 0.0 -0.1
H 5.332 -1.580 5.396 0.1 0.0 -0.1
H 4.879 -0.173 4.416 0.0 0.0 -0.1
H 6.988 -0.945 3.487 0.0 0.0 0.0
H 5.743 -1.491 2.346 -0.1 0.0 0.1
```
Positions in Å, forces in eV/Å.

Q: Which of these has the highest F_max?
A: C12H13NO